Entry 1:
DFT (wB97M-V/def2-TZVPD) results for C25H29AlAsF6N3O7S5 as an isolated structure.

XYZ file:
```
77
Properties=species:S:1:pos:R:3:forces:R:3:lowdin_charge:R:1
Al 0.5057 0.7556 -0.3594 0.1 0.1 -0.2 -0.226
O -1.4211 -0.5085 3.2013 0.0 0.0 0.0 -0.270
S -0.6019 0.4973 2.5877 0.1 -0.2 0.1 0.641
O -1.2449 1.6873 2.1096 0.0 0.1 0.0 -0.300
N 0.2286 -0.1217 1.3286 0.0 0.2 0.0 -0.091
C 0.8252 -1.3780 1.4895 0.0 -0.1 0.0 -0.218
C 0.9457 -2.1248 2.6378 0.0 0.0 0.0 0.004
C 1.5676 -3.3931 2.6068 0.0 0.0 0.0 -0.052
C 2.0605 -3.9326 1.4568 0.0 0.0 0.0 -0.035
C 1.9585 -3.1920 0.2560 0.0 0.0 0.0 -0.142
C 2.4206 -3.6507 -0.9938 0.0 0.0 0.0 0.010
C 2.2631 -2.8685 -2.1031 0.0 0.0 0.0 -0.029
C 1.6630 -1.6079 -1.9722 0.0 0.0 0.0 -0.143
N 1.2395 -1.1446 -0.8173 0.0 0.1 -0.1 -0.002
C 1.3585 -1.9205 0.2888 0.0 0.0 0.1 -0.155
C 0.6297 0.9640 3.7729 0.0 0.0 0.0 -0.269
C 1.9019 1.3416 3.3714 0.0 0.0 0.0 -0.052
C 2.8151 1.7587 4.3274 0.0 0.0 0.0 -0.057
C 2.4511 1.8010 5.6655 0.0 0.0 0.0 -0.072
C 1.1742 1.4192 6.0567 0.0 0.0 0.0 -0.066
C 0.2559 0.9947 5.1097 0.0 0.0 0.0 -0.048
H 0.5478 -1.7718 3.5751 0.0 0.0 0.0 0.104
H 1.6369 -3.9459 3.5348 0.0 0.0 0.0 0.111
H 2.5235 -4.9105 1.4439 0.0 0.0 0.0 0.113
H 2.8888 -4.6256 -1.0597 0.0 0.0 0.0 0.124
H 2.5955 -3.1952 -3.0782 0.0 0.0 0.0 0.113
H 1.5229 -0.9640 -2.8296 0.0 0.0 0.0 0.082
H 2.1772 1.3121 2.3254 0.0 0.0 0.0 0.083
H 3.8103 2.0554 4.0232 0.0 0.0 0.0 0.110
H 3.1647 2.1312 6.4092 0.0 0.0 0.0 0.105
H 0.8932 1.4505 7.1010 0.0 0.0 0.0 0.107
H -0.7399 0.6852 5.3979 0.0 0.0 0.0 0.118
F -3.2605 2.6005 -2.6660 0.0 -0.1 -0.1 0.151
C -2.4192 3.4152 -2.0376 0.0 0.0 0.0 -0.676
F -2.9892 4.6031 -1.8990 0.0 0.1 0.0 0.164
F -1.3127 3.5379 -2.7583 0.0 0.0 0.0 0.132
S -2.0429 2.7189 -0.3737 -0.2 -0.1 -0.2 0.669
O -1.2660 1.5039 -0.7035 0.1 -0.1 0.0 -0.341
O -3.3100 2.5118 0.2257 0.0 0.0 0.0 -0.207
N -1.1869 3.8584 0.2318 -0.1 0.2 0.1 -0.248
S 0.2448 3.7417 0.8194 0.1 0.2 -0.1 0.678
O 0.9165 2.4883 0.4407 0.0 -0.2 0.2 -0.331
O 0.3940 4.1804 2.1583 0.0 0.0 0.0 -0.199
C 1.1585 4.9755 -0.1964 0.0 0.0 0.0 -0.675
F 1.0382 4.7039 -1.4887 0.0 0.0 0.0 0.143
F 0.6789 6.1881 0.0451 0.0 0.1 0.0 0.162
F 2.4441 4.9370 0.1383 0.1 0.0 0.0 0.156
C 5.0249 2.1163 -2.6292 0.0 0.0 0.0 -0.090
O 3.6204 2.0542 -2.9087 0.0 -0.2 0.0 -0.193
C 2.8146 1.5569 -1.9840 -0.1 0.3 0.1 -1.157
S 3.3297 1.0628 -0.4805 0.0 -0.1 0.1 0.792
S 1.1644 1.5430 -2.4628 0.1 0.0 0.0 0.847
H 5.4834 2.4377 -3.5588 0.0 0.0 0.0 0.095
H 5.3937 1.1371 -2.3286 0.0 0.0 0.0 0.075
H 5.2176 2.8351 -1.8338 0.0 0.0 0.0 0.088
C -2.6398 -0.3178 -3.9749 0.0 0.0 0.0 -0.177
C -3.2667 -0.7617 -2.6585 0.0 -0.1 0.0 -0.432
As -1.8989 -1.3729 -1.3900 0.0 0.0 0.1 1.264
C -2.9666 -1.4612 0.2555 0.0 0.0 0.0 -0.423
C -4.2917 -2.2009 0.1445 0.0 0.0 0.0 -0.157
C -1.7306 -3.3106 -1.7807 0.0 0.0 0.0 -0.411
C -2.6235 -3.8790 -2.8765 0.0 0.0 0.0 -0.172
H -3.3836 0.1095 -4.6501 0.0 0.0 0.0 0.072
H -2.1665 -1.1542 -4.4943 0.0 0.0 0.0 0.056
H -1.8675 0.4366 -3.8098 0.0 0.0 0.0 0.049
H -4.0181 -1.5353 -2.8195 0.0 0.0 0.0 0.055
H -3.7692 0.0724 -2.1645 0.0 0.0 0.0 0.059
H -3.1186 -0.4268 0.5739 0.0 0.0 0.0 0.057
H -2.3191 -1.9143 1.0103 0.0 0.0 0.0 0.055
H -4.9797 -1.6854 -0.5275 0.0 0.0 0.0 0.064
H -4.7804 -2.2753 1.1180 0.0 0.0 0.0 0.072
H -4.1577 -3.2178 -0.2319 0.0 0.0 0.0 0.055
H -1.9253 -3.8251 -0.8360 0.0 0.0 0.0 0.061
H -0.6787 -3.4890 -2.0154 0.0 0.0 0.0 0.036
H -3.6778 -3.8152 -2.6045 0.0 0.0 0.0 0.059
H -2.3950 -4.9313 -3.0590 0.0 0.0 0.0 0.069
H -2.4986 -3.3499 -3.8226 0.0 0.0 0.0 0.055
```
Positions in Å, forces in eV/Å.

Computed properties:
**LUMO**: -0.6 eV
**E_tot**: -183119.0598 eV
**Orbital gap**: 7.524 eV
**Net charge**: 0

---

Entry 2:
DFT (wB97M-V/def2-TZVPD) results for a 2-piece molecular cluster, C9H14NO overall.

XYZ file:
```
25
Properties=species:S:1:pos:R:3:forces:R:3:lowdin_charge:R:1
C -3.7596 1.2902 -0.1264 0.2 1.0 1.2 0.026
C -2.7380 1.3289 0.8010 0.6 -1.5 -0.4 0.096
C -3.4873 0.2403 -0.9700 -2.5 0.4 -2.0 -0.065
C -1.9328 0.2294 0.4798 3.0 -2.3 0.3 -0.135
C 0.3590 -0.5728 1.7869 -1.7 -2.8 -1.5 0.060
C -0.0317 -1.7008 0.6981 -0.3 0.8 -2.2 -0.141
C -0.7919 -0.4501 0.9179 -1.0 0.8 -0.8 -0.005
C 0.8709 -1.7737 -0.6158 -3.3 -1.3 -0.6 -0.030
C 2.7046 1.0356 -1.0659 -0.1 0.8 -0.2 -0.196
N 3.1550 0.9134 0.3303 -0.6 -0.2 -0.5 -0.080
O -2.4616 -0.4098 -0.6652 2.3 -0.8 1.6 0.124
H -4.5822 1.9435 -0.0634 -0.9 0.5 -0.6 0.121
H -2.5112 1.8973 1.6733 -0.3 0.7 0.2 0.143
H -3.9586 -0.1451 -1.8691 -0.4 0.4 0.2 0.170
H 0.2324 -0.8889 2.7722 -0.3 0.1 1.7 0.105
H 1.2546 -0.0910 1.5364 1.3 1.0 -0.5 0.077
H -0.6529 -2.6437 0.6867 0.7 1.1 1.3 0.171
H 1.6241 -2.5264 -0.5353 0.7 -0.2 0.4 0.073
H 1.2049 -0.8009 -0.8040 0.6 0.7 -0.1 -0.017
H 0.2570 -2.1175 -1.5688 0.8 0.8 2.1 0.131
H 3.6109 1.1692 -1.6783 -0.6 0.1 -0.4 0.077
H 2.1541 0.1308 -1.4534 0.8 1.6 0.3 0.048
H 2.1078 1.9853 -1.0192 0.1 -1.0 -1.0 0.091
H 3.5911 1.8446 0.4806 0.3 -1.5 0.5 0.087
H 3.7816 0.1120 0.2714 0.6 0.8 0.9 0.070
```
Positions in Å, forces in eV/Å.

Computed properties:
**LUMO**: -5.7 eV
**E_tot**: -13086.4754 eV
**Orbital gap**: 6.727 eV
**Net charge**: +1

---

Entry 3:
DFT (wB97M-V/def2-TZVPD) results for C4H7I2N as an isolated structure.

XYZ file:
```
14
Properties=species:S:1:pos:R:3:forces:R:3:lowdin_charge:R:1
C -0.1982 1.3110 -1.0013 0.5 -3.0 3.1 -0.177
C -1.0820 -1.0786 0.5136 0.1 -0.1 -1.2 -0.195
C 1.4362 -0.5571 0.5018 2.6 1.6 -1.5 -0.750
C 0.0699 -0.1076 0.4826 -2.4 3.5 -2.4 -0.901
N -1.3391 1.5898 -1.3273 -1.4 -0.3 -0.3 0.076
I 2.0428 -1.7610 -1.2545 -0.3 0.5 0.6 0.692
I -0.0555 1.2855 2.1542 -0.1 -0.1 0.0 0.822
H 0.7004 1.8053 -1.2664 1.3 0.2 -0.2 0.073
H -0.9393 -1.7776 -0.3285 0.3 -0.1 0.4 0.050
H -1.0158 -1.6541 1.4696 -0.8 0.5 -0.7 0.091
H -2.0433 -0.6008 0.1696 0.8 -0.2 1.3 0.088
H 1.7037 -1.1162 1.3399 0.2 -1.4 1.3 0.012
H 2.1513 0.3295 0.5632 -0.9 -1.2 -0.6 0.053
H -1.4310 2.3317 -2.0166 0.1 0.1 0.0 0.067
```
Positions in Å, forces in eV/Å.

Computed properties:
**LUMO**: 0.0 eV
**E_tot**: -21950.4067 eV
**Orbital gap**: 8.922 eV
**Net charge**: 0

---

Entry 4:
DFT (wB97M-V/def2-TZVPD) results for a 2-piece molecular cluster, CH8N3 overall.

XYZ file:
```
12
Properties=species:S:1:pos:R:3:forces:R:3:lowdin_charge:R:1
N -1.8959 0.7416 -0.5248 -0.1 0.0 1.7 0.009
H -1.8833 1.7517 -0.3790 0.2 -0.2 -1.3 0.057
H -0.5517 0.2205 0.4804 0.3 0.3 -0.6 0.041
H -1.9586 0.3313 -1.4643 -0.6 0.9 0.7 0.065
H -2.6367 0.4886 0.1481 0.2 -0.6 -1.2 0.066
N 1.7529 -0.5431 -0.6528 -0.5 -0.2 -0.7 0.207
C 1.3010 -0.7573 0.5600 0.2 -0.7 1.0 -0.169
N 0.2326 -0.1569 1.0630 0.2 0.9 0.5 0.131
H 1.1894 0.0856 -1.1663 -0.6 1.1 -0.5 0.112
H 2.4369 -0.9402 -1.3065 -0.1 -0.7 1.5 0.164
H 1.7262 -1.5046 1.2408 0.8 0.5 -0.5 0.161
H 0.2872 0.2828 2.0013 -0.1 -1.4 -0.6 0.155
```
Positions in Å, forces in eV/Å.

Computed properties:
**LUMO**: -3.9 eV
**E_tot**: -5630.5297 eV
**Orbital gap**: 10.796 eV
**Net charge**: +1

---

Entry 5:
DFT (wB97M-V/def2-TZVPD) results for one molecule with the formula C3H6N4O.

XYZ file:
```
14
Properties=species:S:1:pos:R:3:forces:R:3:lowdin_charge:R:1
N -2.7019 -0.0629 -0.0077 1.3 2.1 1.5 0.116
C -1.3105 0.0574 0.1046 0.5 -3.1 -1.1 -0.434
N -0.6062 1.1522 0.1054 -0.6 0.1 0.1 0.153
C 0.6920 0.7360 0.0591 1.1 -0.2 -0.7 -0.365
O 1.7471 1.5997 -0.0795 -0.7 1.2 0.4 0.037
C 0.8065 -0.6152 -0.0380 -1.3 -0.3 0.3 -0.357
N 1.7692 -1.5994 -0.0233 2.6 -0.4 1.2 0.060
N -0.5205 -1.1063 -0.0343 -1.8 1.0 1.4 0.125
H -2.9255 0.8810 -0.2711 -1.2 0.1 -0.2 0.082
H -3.0765 -0.7511 -0.6074 0.0 -0.7 -0.7 0.071
H 1.4331 2.5428 -0.0279 0.2 -1.5 0.0 0.127
H 2.2772 -1.5788 0.9060 -0.4 -0.2 -1.8 0.112
H 2.4268 -1.6292 -0.8228 -0.6 0.2 0.9 0.094
H -0.8240 -2.0172 0.4244 0.9 1.7 -1.1 0.178
```
Positions in Å, forces in eV/Å.

Computed properties:
**LUMO**: 0.9 eV
**E_tot**: -11215.8607 eV
**Orbital gap**: 8.338 eV
**Net charge**: 0
**SMILES**: Nc1nc(O)c(N)[nH]1

---

Entry 6:
DFT (wB97M-V/def2-TZVPD) results for one molecule with the formula C3H6O.

XYZ file:
```
10
Properties=species:S:1:pos:R:3:forces:R:3:lowdin_charge:R:1
O -0.2621 1.7221 -0.5018 0.2 -1.5 0.0 -0.049
C 0.0801 0.3031 -0.6208 0.5 1.6 -1.1 -0.363
C 0.9017 -0.3914 0.4538 0.3 0.2 -0.6 -0.084
C -0.5516 -0.7094 0.1842 -3.1 -0.7 1.4 -0.153
H -1.0217 1.8513 0.0942 0.4 -0.4 -0.4 0.084
H 0.2124 -0.0286 -1.6684 0.3 0.8 0.6 0.147
H 1.3683 0.1416 1.2865 -1.4 0.3 0.2 0.107
H 1.6807 -1.0565 0.1736 0.2 -0.8 -0.9 0.075
H -1.1382 -1.5828 -0.2827 1.9 0.9 0.7 0.135
H -1.2694 -0.2493 0.8813 0.5 -0.3 0.1 0.101
```
Positions in Å, forces in eV/Å.

Computed properties:
**LUMO**: 1.1 eV
**E_tot**: -5253.8130 eV
**Orbital gap**: 10.991 eV
**Net charge**: 0
**SMILES**: OC1CC1

---

Q: Look up the LUMO of the fifth one.
A: 0.9 eV

---

Q: Among the records above, which one has the highest orbital gap?
A: C3H6O

---

Q: The lowest LUMO belongs to which entry?
A: C9H14NO

---

Q: Which value of net charge does entry 2 give?
A: +1